The following is a quantum chemistry calculation of the ion C25H25N2O2 with charge +1 at a distorted geometry, from the Open Molecules 2025 dataset.

Computed properties:
HOMO-LUMO gap	4.8	eV
M	385.487	g mol⁻¹
charge	+1
E_HOMO	-9.96	eV
total energy	-1227.42463	Ha
SMILES	COc1ccc(/C(C[C@@H](C)n2c3ccccc3c3ccccc32)=[NH+]/C(C)=O)cc1

Structure (XYZ):
```
54
Properties=species:S:1:pos:R:3:forces:R:3
C 4.3014 -0.3582 5.6447 -0.02 -0.06 0.10
O 3.2672 -1.1802 5.0662 -1.25 0.81 -0.80
C 2.2918 -0.5821 4.3321 0.79 -0.01 0.16
C 1.3363 -1.4195 3.7036 0.01 0.10 -0.06
C 0.4461 -0.8997 2.7891 0.05 0.29 -0.09
C 0.4409 0.4967 2.4689 -0.20 0.05 0.24
C -0.3498 1.0823 1.4119 -0.32 0.02 0.65
C -0.8374 0.3110 0.2345 -0.94 0.32 0.67
N -0.6825 2.3916 1.5543 0.38 -0.91 0.55
C -0.9886 3.3448 0.5735 -0.68 0.43 -2.40
C -1.1336 4.7342 1.1400 -0.06 0.10 0.11
O -1.1068 3.0716 -0.6133 0.34 0.24 2.04
C 1.2926 1.3359 3.2301 0.33 -0.15 0.48
C 2.2125 0.8174 4.1344 -0.11 0.06 -0.08
H 4.9801 -1.0753 6.1061 -0.06 0.21 -0.05
H 4.8315 0.2253 4.8814 -0.16 -0.22 0.07
H 3.8926 0.3158 6.4077 0.03 -0.21 -0.14
H 1.3432 -2.4788 3.9452 -0.02 0.17 -0.07
H -0.3067 -1.5457 2.3345 0.35 0.06 0.08
H -1.7506 0.7831 -0.1590 0.30 -0.20 0.22
H -1.0725 -0.7106 0.5707 0.12 0.26 -0.10
H -0.6760 2.7789 2.4951 0.36 -0.30 -0.27
H -1.0733 4.7406 2.2335 -0.03 0.12 -0.20
H -0.3415 5.3816 0.7402 -0.22 -0.22 0.03
H -2.0999 5.1508 0.8363 0.22 -0.10 -0.02
H 1.2597 2.4212 3.1021 0.22 -0.41 -0.09
H 2.8848 1.4869 4.6795 -0.33 -0.26 -0.33
C 1.4978 -0.3911 -0.5024 0.32 0.40 0.24
C 0.1648 0.2486 -0.9039 0.39 -0.43 -2.19
N -0.4410 -0.4829 -2.0450 0.62 0.22 1.25
C -0.8703 0.0323 -3.2721 -0.36 -0.33 -0.47
C -0.5721 1.2302 -3.9223 -0.24 -0.11 -0.07
C -1.1051 1.4190 -5.2086 -0.05 -0.19 0.36
C -1.9305 0.4516 -5.8091 -0.04 -0.25 0.09
C -2.2010 -0.7598 -5.1655 0.18 0.55 -0.08
C -1.6526 -0.9657 -3.9101 0.27 0.55 0.08
C -1.6681 -2.1134 -3.0491 0.18 -0.31 0.55
C -0.8663 -1.8053 -1.9212 -0.45 -0.03 -0.71
C -0.5882 -2.7699 -0.9547 -0.24 -0.08 0.07
C -1.2249 -4.0134 -1.0763 -0.04 0.26 -0.17
C -2.0779 -4.2949 -2.1574 0.06 0.11 -0.10
C -2.2743 -3.3545 -3.1729 0.15 -0.12 0.33
H 2.2070 0.4114 -0.2776 0.10 -0.16 0.04
H 1.3979 -0.9870 0.4140 0.16 -0.02 -0.40
H 1.9238 -1.0012 -1.3094 -0.24 0.19 0.27
H 0.3017 1.2802 -1.2596 0.12 -0.43 0.06
H 0.0516 1.9718 -3.4269 -0.12 0.00 -0.30
H -0.8805 2.3310 -5.7646 -0.06 -0.24 0.27
H -2.3613 0.6393 -6.7920 0.20 0.00 0.22
H -2.8107 -1.5486 -5.6022 0.10 0.30 -0.14
H 0.1205 -2.5525 -0.1565 -0.28 -0.31 -0.09
H -1.0521 -4.7813 -0.3230 -0.01 0.19 -0.19
H -2.5747 -5.2627 -2.2154 0.20 0.22 0.03
H -2.8750 -3.5507 -4.0598 0.04 -0.19 0.30
```
Positions in Å, forces in eV/Å.

These are the Mulliken partial charges, in e, on atoms 1 to 8:
1 C -0.835
2 O -0.390
3 C 0.694
4 C -0.792
5 C -0.093
6 C 0.202
7 C 0.247
8 C -0.963

=====

The following is a quantum chemistry calculation of a structure of composition C49H59As3CsNO5P2S at a distorted geometry, from the Open Molecules 2025 dataset.

Computed properties:
HOMO-LUMO gap	1.7	eV
M	1193.699	g mol⁻¹
charge	-2
E_HOMO	0.54	eV
total energy	-10140.62983	Ha

Structure (XYZ):
```
121
Properties=species:S:1:pos:R:3:forces:R:3
Cs 0.1013 -0.0778 -0.8165 0.09 -0.31 0.19
O 1.3947 6.4768 -3.2893 -0.21 -1.42 -0.54
S 0.9941 5.1735 -2.6145 -1.27 0.55 0.04
C 2.2584 4.0129 -3.0341 2.61 -1.48 1.33
C 3.4128 4.3674 -2.3516 3.87 -1.24 -1.02
C 4.7105 3.6671 -2.4070 -2.87 2.78 1.78
C 4.6306 2.4309 -2.8951 4.46 -2.69 0.06
C 3.6019 1.9660 -3.5750 -6.50 1.11 -1.98
C 2.3486 2.7552 -3.6871 0.37 -0.55 0.55
P 1.1181 1.9492 -4.8128 2.26 0.13 -1.61
C -0.5952 1.6180 -4.3505 -3.79 4.51 2.02
C -1.0642 0.4121 -3.8746 7.56 -4.60 -2.49
C -2.2625 -0.1466 -3.5949 -1.63 0.98 -0.97
C -3.2008 0.8312 -3.5047 -4.79 -0.14 5.30
C -2.9220 2.0764 -3.8617 -1.45 7.56 -0.91
C -1.7075 2.6158 -4.2652 1.86 -3.33 -1.08
C 1.2969 3.2395 -6.2625 -4.80 -2.92 -0.69
C 2.3866 3.9299 -6.6037 7.80 3.69 -0.58
C 2.6399 4.5245 -7.8790 0.92 1.15 1.83
C 1.6070 4.4600 -8.9291 6.51 2.50 -1.81
C 0.5933 3.6602 -8.8377 -4.89 -4.06 5.72
C 0.4016 3.1305 -7.3623 -2.74 -0.44 -3.34
C 1.3672 5.5913 -0.7650 0.62 4.16 -6.54
C 1.6083 6.9923 -0.8064 1.01 0.79 -1.55
C 1.5805 7.7404 0.3552 -0.16 -0.31 2.06
C 1.1343 7.0467 1.5303 0.69 -1.55 0.32
C 0.7448 5.6935 1.4609 2.28 2.22 -1.76
C 1.0120 4.9497 0.2739 -3.96 -3.21 7.75
P 0.2982 3.2129 0.5567 -0.50 3.83 -5.81
C 1.4385 2.2343 1.2134 0.60 -2.14 4.77
C 0.9676 1.2869 2.2702 7.82 0.73 -1.20
C 2.0927 0.6926 2.9798 0.42 1.91 0.01
C 3.4246 1.2680 2.9024 1.63 0.34 0.28
C 3.7300 2.1983 1.8202 1.55 2.83 2.96
C 2.7713 2.8320 1.0530 -2.59 -1.72 -1.13
C -1.3907 3.1803 1.3087 -0.60 -0.13 -2.64
C -1.8151 3.1892 2.6155 1.70 0.42 -1.15
C -3.1209 3.0330 2.8791 -8.57 1.57 2.98
C -4.2200 2.6869 1.9867 8.15 0.52 -2.88
C -3.5873 2.5594 0.6668 -4.53 0.31 -3.51
C -2.3824 3.0124 0.2305 2.94 -1.09 5.35
H 3.4865 5.2348 -1.7771 -0.35 1.41 0.70
H 5.5986 4.0390 -1.8611 -0.85 -0.15 -0.40
H 5.4720 1.6908 -2.8232 -0.43 1.04 0.06
H 3.5393 1.0394 -4.1148 0.38 -0.40 0.14
H -0.0004 -0.3885 -3.9530 -3.22 1.66 0.15
H -2.8921 -0.8896 -4.0501 1.38 -2.58 0.98
H -4.2434 0.6317 -2.5376 2.66 0.35 -3.91
H -3.6499 3.0469 -3.9370 0.75 -3.02 0.88
H -1.7181 3.6263 -4.6382 0.59 0.14 0.07
H 3.5319 4.2027 -5.9477 -4.24 -1.51 -1.11
H 3.8336 5.1760 -7.7683 -4.33 -1.95 -1.44
H 1.9434 4.8567 -9.9172 -0.52 0.04 0.77
H -0.2993 3.2756 -9.4703 2.16 1.35 0.55
H -0.7008 2.6276 -7.4369 2.93 0.72 1.34
H 1.8567 7.3849 -1.9172 -0.52 -0.58 2.95
H 1.8913 8.8012 0.5610 -0.26 -1.13 -1.03
H 1.3773 7.3259 2.5756 -0.77 0.88 -0.82
H 0.4726 5.1806 2.3358 -0.37 -0.52 1.14
H 0.1113 0.9239 2.6826 -3.15 -0.39 0.04
H 1.8629 0.0130 3.7975 0.17 -0.07 -0.15
H 4.3593 1.0865 3.8168 -3.22 0.19 -2.97
H 4.5367 3.1772 1.8583 -0.76 -3.80 0.59
H -0.0455 -1.1674 2.3706 -0.53 -0.93 0.61
H -1.1006 3.5101 3.3220 0.45 0.02 1.21
H -3.7727 3.5276 3.8255 2.93 -1.56 -1.55
H -5.2224 2.9196 2.0515 -1.92 -0.29 0.78
H -4.1658 2.3646 -0.3779 0.19 0.00 2.88
H -1.8835 2.9298 -0.6811 -0.27 0.02 -2.04
C -2.6697 -1.5520 3.3240 1.05 4.71 1.35
As -0.7783 -2.2838 3.2509 0.36 1.40 -0.79
C -6.1132 -7.1788 11.9533 -0.37 -0.84 4.22
C -1.1390 -3.5233 1.7480 -2.48 2.06 -1.46
C -0.5363 -4.9609 1.6976 -6.41 4.41 -1.34
C -1.2174 -5.4749 0.3702 3.25 -2.81 -2.69
C 0.8581 -4.8339 1.8549 5.15 -1.78 2.30
As 1.9558 -3.4479 0.9171 0.06 -0.79 0.10
C 2.2616 -4.1781 -0.8803 2.93 1.84 0.42
C 3.7193 -3.9962 1.8236 -3.00 -1.18 1.25
C -1.4388 -5.5600 2.7341 0.39 -0.12 5.83
As -0.6364 -7.0839 3.6329 0.62 -1.22 0.42
C -1.0749 -8.5212 2.3512 4.15 -3.06 1.91
C -1.9579 -7.1678 5.0831 -3.12 -3.34 -1.58
H -2.8701 -2.5003 3.7314 -2.54 -1.21 -0.39
H -3.1396 -0.7688 2.5648 0.79 -3.14 0.65
H -2.8163 -0.8500 4.2528 0.89 -1.35 -1.05
H -6.3186 -6.7613 11.0588 -2.91 2.99 -2.82
H -5.2216 -7.4276 11.3908 2.35 -0.65 1.67
H -6.1551 -6.4325 12.9583 0.91 -1.53 -3.03
H -1.0750 -2.8153 0.8930 1.10 -1.07 0.09
H -2.2808 -3.5724 1.6342 1.32 -0.15 0.83
H -0.8430 -5.0122 -0.7005 -1.30 -0.95 3.02
H -2.1733 -5.3359 0.6939 -2.98 1.44 -0.61
H -1.4099 -6.6816 0.2488 1.65 2.41 0.21
H 0.9777 -5.9525 1.7950 2.37 0.69 -0.24
H 1.4461 -4.4580 2.8822 -2.74 -1.41 -1.66
H 2.7995 -5.1205 -0.6736 -0.38 0.32 -0.84
H 3.0070 -3.3407 -1.2949 -1.32 -2.07 0.52
H 1.4146 -4.1958 -1.5260 -0.68 -0.30 -0.25
H 3.8878 -5.0714 2.0038 0.59 0.11 -1.61
H 3.4736 -3.8824 2.8826 -0.11 1.18 0.19
H 4.4689 -3.3086 1.5707 1.37 0.35 -0.46
H -2.5664 -5.6749 2.6819 1.43 0.28 -0.96
H -1.3608 -4.8841 3.8193 -0.11 -1.20 -3.02
H -1.0309 -9.7386 2.8912 -0.55 4.01 -2.14
H -0.2615 -8.3677 1.5591 -0.35 -0.94 1.30
H -1.8129 -8.1296 1.7789 -3.57 -0.02 -1.22
H -1.6819 -8.0294 5.8371 -0.38 2.72 -0.84
H -3.1201 -7.5371 4.6989 3.23 1.03 0.79
H -2.0549 -6.0852 5.1619 0.00 -0.30 1.78
O 0.4634 0.7843 6.1122 -2.81 2.00 -2.62
H 0.3415 1.2145 5.1753 1.21 -1.26 2.19
H -0.4981 0.9652 6.3461 1.63 -0.72 0.41
N 0.9394 -1.5886 -6.6900 0.64 -0.62 1.94
C 2.0382 -1.7679 -7.1244 -2.48 0.45 0.74
H 0.2730 -1.5973 -5.8169 1.83 0.22 -2.68
O -1.4523 -2.5377 -1.4521 -2.72 0.86 1.20
C -2.4988 -2.0291 -0.8274 2.93 0.27 -1.58
O -2.4501 -1.4496 0.2716 -0.37 0.08 -0.28
H -3.4454 -1.9045 -1.3993 -0.01 -0.67 -0.03
O 0.1965 2.9882 -0.9616 -1.26 -1.26 0.29
```
Positions in Å, forces in eV/Å.

These are the Mulliken partial charges, in e, on atoms 1 to 8:
1 Cs 0.935
2 O -0.857
3 S 0.764
4 C 0.894
5 C -0.595
6 C -0.995
7 C -0.364
8 C -0.794

=====

The following is a quantum chemistry calculation of an isolated molecule of C5H6N2O at a distorted geometry, from the Open Molecules 2025 dataset.

Computed properties:
HOMO-LUMO gap	8.8	eV
M	110.116	g mol⁻¹
E_HOMO	-9.09	eV
total energy	-378.77112	Ha
SMILES	CC1=CN=N/C1=C\O

Structure (XYZ):
```
14
Properties=species:S:1:pos:R:3:forces:R:3
C 0.0291 -1.6983 0.3821 0.36 -1.98 1.21
C 0.2359 -0.5868 -0.5871 -1.81 0.17 2.62
C 0.3726 -0.4990 -1.8940 1.57 -3.27 -1.26
C 0.0755 0.7921 -0.1461 1.27 -0.56 -2.17
C -0.2285 1.2251 1.0628 -1.06 1.02 -0.01
H -0.8544 -1.5400 1.0990 1.07 -0.17 -1.32
H 0.9264 -1.7370 1.0763 -0.90 -0.07 -0.74
H -0.0585 -2.7660 -0.0669 0.05 1.98 0.55
H 0.6312 -1.4031 -2.5447 -0.69 1.81 0.55
H -0.5744 0.5790 1.8619 0.41 -0.15 0.05
H -1.0038 2.6598 2.1183 2.71 -0.11 -3.35
N 0.4881 0.8039 -2.2761 0.04 1.79 -1.62
N 0.3146 1.6248 -1.3334 -0.29 -0.98 1.32
O -0.3537 2.5455 1.2479 -2.73 0.52 4.17
```
Positions in Å, forces in eV/Å.

These are the Mulliken partial charges, in e, on atoms 1 to 8:
1 C -1.204
2 C 0.938
3 C -0.565
4 C 0.238
5 C -0.044
6 H 0.253
7 H 0.293
8 H 0.290

=====

The following is a quantum chemistry calculation of a cluster of 2 separate species, C5H14NO2 in total at a distorted geometry, from the Open Molecules 2025 dataset.

Computed properties:
HOMO-LUMO gap	7.2	eV
M	120.172	g mol⁻¹
charge	-1
E_HOMO	-3.38	eV
total energy	-404.14673	Ha

Structure (XYZ):
```
22
Properties=species:S:1:pos:R:3:forces:R:3
C -0.6972 -0.6156 -2.3492 -0.71 0.80 0.29
C 0.0196 -0.0525 -1.0911 -0.30 -0.36 -1.64
C 0.5187 -1.1576 -0.1898 0.55 -0.09 0.60
C 0.8698 -0.6443 1.2132 -0.47 0.14 -0.09
C -0.3903 -0.5259 2.1223 0.43 0.32 -0.45
O -1.3252 0.3535 1.6397 -0.05 0.01 0.21
N 1.1461 0.7989 -1.4966 0.01 0.06 0.64
H -1.6911 -1.0176 -2.1204 0.25 -0.37 0.26
H -0.9507 0.2569 -2.9656 0.32 -0.18 -0.30
H -0.1253 -1.3428 -2.9270 0.15 0.01 0.03
H -0.7180 0.5914 -0.6182 0.19 -0.15 0.59
H -0.1759 -2.0011 -0.1150 -0.31 0.23 -0.01
H 1.4116 -1.6001 -0.6613 0.01 0.15 -0.09
H 1.2742 0.3668 1.1202 0.08 -0.01 -0.04
H 1.6538 -1.2593 1.6727 -0.15 -0.13 0.10
H -0.8312 -1.5402 2.2061 0.15 -0.11 0.30
H 0.0166 -0.2013 3.1029 -0.20 -0.30 0.21
H 1.7853 0.3264 -2.1207 -0.09 0.00 -0.18
H 0.8111 1.6602 -1.9007 0.12 0.00 -0.19
H -1.0227 1.6386 1.9911 0.12 0.57 -0.83
H -0.8723 3.2595 1.3695 -0.28 -0.03 -0.74
O -0.7069 2.7060 2.1180 0.19 -0.59 1.33
```
Positions in Å, forces in eV/Å.

These are the Mulliken partial charges, in e, on atoms 1 to 8:
1 C -1.659
2 C 0.581
3 C -0.990
4 C -0.562
5 C -0.677
6 O -0.834
7 N -0.610
8 H 0.372

=====

The following is a quantum chemistry calculation of a structure of composition C3H3CuO3 at a distorted geometry, from the Open Molecules 2025 dataset.

Computed properties:
HOMO-LUMO gap (spin up / spin down)	6.3 / 5.9	eV
⟨S²⟩	0.751
M	150.600	g mol⁻¹
charge	-1
E_HOMO (spin up / spin down)	-3.75 / -3.90	eV
total energy	-1982.17063	Ha
spin multiplicity	2

Structure (XYZ):
```
10
Properties=species:S:1:pos:R:3:forces:R:3
H -0.3660 -4.5700 -0.0664 0.06 0.27 0.31
O 0.5023 -2.6218 0.9960 -0.22 -0.07 -0.58
C -0.3592 -2.6713 0.1573 1.02 -0.07 1.20
O -0.8700 -3.7979 -0.3531 -0.30 -0.52 -0.51
O -1.0170 -1.6650 -0.3830 1.03 3.36 -0.60
Cu -2.9724 -2.3504 -1.3479 -0.13 0.05 -0.09
H 1.4230 1.4088 -1.2058 -0.50 -0.15 0.40
C 0.8644 1.7827 -0.3440 0.69 -0.54 -1.08
C 0.8771 2.7802 0.3954 -0.40 0.24 0.59
H -0.5092 -0.7151 -0.3360 -1.26 -2.58 0.37
```
Positions in Å, forces in eV/Å.

These are the Mulliken partial charges, in e, on atoms 1 to 8:
1 H 0.314
2 O -0.495
3 C 0.554
4 O -0.393
5 O -0.325
6 Cu -0.108
7 H 0.220
8 C -0.571

=====

The following is a quantum chemistry calculation of a structure of composition C5H5LiO at a distorted geometry, from the Open Molecules 2025 dataset.

Computed properties:
HOMO-LUMO gap (spin up / spin down)	7.8 / 8.7	eV
⟨S²⟩	0.785
M	88.035	g mol⁻¹
charge	+1
E_HOMO (spin up / spin down)	-12.12 / -14.13	eV
total energy	-275.90608	Ha
spin multiplicity	2

Structure (XYZ):
```
12
Properties=species:S:1:pos:R:3:forces:R:3
C -1.0825 0.9516 1.8084 0.72 0.21 0.36
C -1.0160 1.9571 0.8149 -1.41 -2.18 -1.99
C -0.8142 0.6604 -0.2358 2.05 2.87 0.95
O -1.5329 0.4268 -1.1891 -1.04 -0.16 0.23
Li -2.9497 1.3808 -1.7471 -0.10 0.09 -0.05
H -2.0348 0.7938 2.3187 0.58 0.04 0.27
H -0.1489 0.4645 2.1048 -0.61 -0.23 -0.04
H 0.2350 0.3067 -0.2119 -0.65 -0.32 0.49
C -1.8959 2.8946 0.4813 -0.76 0.17 -0.15
C -2.8817 3.7045 0.1261 0.91 -0.49 -0.48
H -2.7165 4.5068 -0.6013 0.03 0.23 0.74
H -3.8955 3.5698 0.5216 0.25 -0.24 -0.32
```
Positions in Å, forces in eV/Å.

These are the Mulliken partial charges, in e, on atoms 1 to 8:
1 C -0.719
2 C 0.384
3 C 0.183
4 O -0.660
5 Li 0.901
6 H 0.294
7 H 0.321
8 H 0.400

=====

Calculated energy relative to the best compared isomer or geometry (same formula, charge and spin) in order - 0.000 28.747 2.716 0.213 4.140 0.000 eV